The following is a DFT calculation (ωB97M-V/def2-TZVPD) of 2 unconnected molecules or ions with the total composition C4H11NO at a distorted geometry.

Computed properties:
- Highest occupied orbital energy: -6.889 eV
- Electronic energy: -7860.1842 eV
- Gap between HOMO and LUMO: 6.45 eV
- Relative energy (zero: lowest compared OMol25 entry of this formula, charge and spin): 100.8 kcal per mole
- Maximum force: 2.52 eV/A

Each line ends with the Mulliken charge.
Atoms and positions in Å:
C (-1.572, 0.679, -0.199)  -1.190
C (-0.852, -0.420, 0.539)  -0.040
C (1.114, 0.064, 1.937)  -0.164
N (-0.185, 0.095, 1.749)  -0.076
H (-2.244, 1.219, 0.495)  0.396
H (-0.842, 1.342, -0.654)  0.350
H (-2.174, 0.230, -1.023)  0.280
H (-1.475, -1.275, 0.826)  0.328
H (0.016, -0.782, -0.123)  0.167
H (1.549, 0.634, 2.775)  0.313
H (1.658, -0.577, 1.260)  0.312
H (-0.771, 0.688, 2.312)  0.271
C (1.156, -0.384, -2.006)  -0.636
O (1.392, -0.296, -0.623)  -0.838
H (1.425, -1.381, -2.434)  0.209
H (0.059, -0.216, -2.232)  0.125
H (1.746, 0.380, -2.599)  0.194